#a
A cluster of 2 separate species, C2H4NO2 in total, computed with wB97M-V/def2-TZVPD.

Output
2S+1   1
Gap between HOMO and LUMO   7.3 eV
Net charge   +1
E_HOMO   -15.3 eV

Bonds (Å) are listed after each position.
Element x y z (Å)
1 C -0.506 -0.214 -0.056  C2 1.469, O5 1.221, H6 1.101
2 C -0.765 1.123 -0.608  C1 1.469, H7 1.094, H8 1.087, H9 1.091
3 N 1.837 -2.154 1.344  O4 1.087
4 O 2.778 -1.611 1.314  N3 1.087
5 O 0.568 -0.563 0.410  C1 1.221
6 H -1.352 -0.917 -0.095  C1 1.101
7 H -0.945 1.015 -1.682  C2 1.094
8 H 0.072 1.797 -0.442  C2 1.087
9 H -1.687 1.524 -0.184  C2 1.091

=====

#b
A cluster of 2 separate species, C2H4NO2 in total, computed with wB97M-V/def2-TZVPD.

Output
2S+1   1
Gap between HOMO and LUMO   9.9 eV
Net charge   +1
E_HOMO   -16.4 eV

Bonds (Å) are listed after each position.
Element x y z (Å)
1 C 0.028 0.388 2.624  O4 1.138
2 C 0.920 -0.788 -0.639  O5 1.246, H6 1.065, H7 1.142
3 N -0.955 0.298 -1.252  O5 1.307, H8 0.985, H9 1.103
4 O -0.233 0.679 3.693  C1 1.138
5 O 0.109 -0.418 -1.510  C2 1.246, N3 1.307
6 H 1.816 -1.215 -1.025  C2 1.065
7 H 0.620 -0.614 0.450  C2 1.142
8 H -0.966 0.661 -0.338  N3 0.985
9 H -1.339 1.008 -2.003  N3 1.103

=====

Going by the computed energies, the most stable comes first: #a, #b.

=====

#a
A cluster of 2 separate species, CH3N2O4 in total, computed with wB97M-V/def2-TZVPD.

Output
2S+1   1
Gap between HOMO and LUMO (alpha / beta)   7.1 / 7.1 eV
Net charge   -1
E_HOMO (alpha / beta)   -3.0 / -3.0 eV

Bonds (Å) are listed after each position.
Element x y z (Å)
1 C 0.010 0.373 -0.030  O7 1.422, H8 1.067, H9 1.099, H10 1.242
2 N -3.720 -0.427 -0.497  O4 1.223, O5 1.220
3 N -1.941 1.139 1.141  O6 1.259, O7 1.436
4 O -3.985 0.673 -0.962  N2 1.223
5 O -2.983 -0.535 0.469  N2 1.220
6 O -1.273 0.746 2.133  N3 1.259
7 O -1.167 1.171 -0.067  C1 1.422, N3 1.436
8 H 0.649 0.714 -0.813  C1 1.067
9 H -0.134 -0.710 -0.152  C1 1.099
10 H 0.455 0.503 1.123  C1 1.242

=====

#b
The ion CH3N2O4 with charge -1, computed with wB97M-V/def2-TZVPD.

Output
SMILES string   [O-][N+]([O-])=NC(O)O
2S+1   1
Gap between HOMO and LUMO   8.7 eV
Net charge   -1
E_HOMO   -4.7 eV

Bonds (Å) are listed after each position.
Element x y z (Å)
1 C 0.792 0.451 0.219  N2 1.460, O6 1.421, O7 1.382, H8 1.242
2 N -0.621 0.640 0.534  C1 1.460, N3 1.237
3 N -1.471 0.015 -0.113  N2 1.237, O4 1.321, O5 1.257
4 O -1.166 -0.864 -1.051  N3 1.321
5 O -2.684 0.185 0.169  N3 1.257
6 O 1.397 -0.471 1.116  C1 1.421, H9 0.976
7 O 1.129 0.229 -1.103  C1 1.382, H10 1.027
8 H 1.117 1.621 0.477  C1 1.242
9 H 1.134 -1.410 1.156  O6 0.976
10 H 0.373 -0.397 -1.404  O7 1.027

=====

Going by the computed energies, the most stable comes first: #b, #a.

=====

#a
A cluster of 2 separate species, C3H5NO3 in total, computed with wB97M-V/def2-TZVPD.

Output
SMILES string   CC(=O)N=O.C=O
2S+1   1
Gap between HOMO and LUMO (alpha / beta)   8.1 / 7.9 eV
E_HOMO (alpha / beta)   -9.2 / -9.1 eV

Bonds (Å) are listed after each position.
Element x y z (Å)
1 C -1.818 1.532 0.506  O5 1.229, H8 1.168, H9 1.135
2 C 0.236 -0.449 -0.194  C3 1.507, N4 1.339, O7 1.203
3 C 1.158 -1.560 -0.628  C2 1.507, H10 1.099, H11 1.112, H12 1.131
4 N 0.895 0.671 0.127  C2 1.339, O6 1.200
5 O -0.749 2.138 0.517  C1 1.229
6 O 1.782 0.923 0.895  N4 1.200
7 O -0.947 -0.503 -0.406  C2 1.203
8 H -1.986 0.968 1.514  C1 1.168
9 H -2.667 1.567 -0.247  C1 1.135
10 H 1.198 -1.545 -1.726  C3 1.099
11 H 0.767 -2.512 -0.205  C3 1.112
12 H 2.130 -1.232 -0.153  C3 1.131

=====

#b
A cluster of 2 separate species, C3H5NO3 in total, computed with wB97M-V/def2-TZVPD.

Output
2S+1   1
Gap between HOMO and LUMO   8.5 eV
E_HOMO   -9.2 eV

Bonds (Å) are listed after each position.
Element x y z (Å)
1 C 1.884 0.026 -0.036  H5 1.265, H6 1.071, O10 1.524
2 C -0.337 -0.207 -0.016  C3 1.470, N9 1.371, O10 1.382
3 C -1.583 -0.987 -0.004  C2 1.470, H7 1.150, O11 1.159
4 H 1.844 -0.044 1.447  no bonds
5 H 1.821 1.193 -0.520  C1 1.265
6 H 2.740 -0.606 -0.158  C1 1.071
7 H -1.435 -2.042 -0.437  C3 1.150
8 H -1.912 1.300 0.307  O12 0.960
9 N 0.017 1.104 -0.211  C2 1.371, O12 1.375
10 O 0.774 -1.001 -0.223  C1 1.524, C2 1.382
11 O -2.638 -0.511 -0.055  C3 1.159
12 O -1.178 1.773 -0.093  H8 0.960, N9 1.375

=====

Going by the computed energies, the most stable comes first: #a, #b.